Molecular formula: C33H52F3N7O6
Method: DFT, ωB97M-V with the def2-TZVPD basis set

```
101
Properties=species:S:1:pos:R:3:forces:R:3:lowdin_charge:R:1
N -0.40936 1.17044 -2.91399 -0.315 -0.115 0.278 0.16
C -0.45497 0.18327 -2.32420 1.248 -2.169 0.414 -0.18
C -0.25956 -1.21928 -1.64307 -0.767 0.869 -0.148 -0.22
C -1.23223 -1.24670 -0.38922 -0.183 -0.109 0.155 -0.17
C -2.61856 -1.98670 -0.65101 -0.297 0.289 1.668 -0.13
C -3.09899 -2.52005 0.76635 -0.594 0.250 1.496 -0.21
C -3.38009 -1.45293 1.77179 -0.062 -2.145 0.887 -0.07
C -3.79360 -1.77944 3.14323 0.958 -2.375 -2.387 -0.08
C -3.90915 -3.22494 3.49105 0.455 1.035 -1.740 -0.08
C -3.65222 -4.29693 2.49974 0.230 1.936 -0.216 -0.07
C -3.23251 -3.94036 1.11145 -0.549 2.105 1.963 -0.04
C 1.28368 -1.47127 -1.26552 -1.430 0.301 1.185 -0.34
C 1.34437 -2.90855 -0.68385 0.630 1.617 -1.754 -0.16
N 1.58924 -4.00740 -0.45090 -0.282 0.052 0.328 0.19
C 1.59535 -0.48012 -0.04490 0.704 0.144 0.430 -0.08
C 3.14020 -0.43672 0.31472 -0.727 0.023 -0.177 -0.23
O 3.85477 0.52505 0.15192 -0.615 -0.836 0.053 0.05
C 2.18459 -1.21680 -2.53677 0.965 -0.046 -0.035 -0.11
C 3.24496 -2.34055 -2.86192 1.742 0.452 -1.245 -0.10
C 4.57289 -2.19711 -2.03112 -0.509 -0.855 -0.156 -0.16
F 5.29773 -1.01499 -2.21336 -1.594 -1.292 0.801 0.03
C 5.04159 -3.11627 -1.14370 -0.211 1.775 -0.593 -0.23
F 5.74006 -2.64138 -0.04859 -0.360 -2.047 -1.843 0.08
F 4.84094 -4.44679 -1.32906 0.181 1.987 1.507 0.11
H -0.58310 -1.98908 -2.40680 0.415 0.831 0.798 0.15
H -0.78226 -1.74685 0.52221 -0.182 0.411 -1.303 0.12
H -1.40481 -0.17106 -0.07945 0.064 -1.299 -0.246 0.12
H -3.39875 -1.22471 -0.95612 0.909 -1.014 -0.104 0.12
H -2.53605 -2.83159 -1.38356 -0.035 0.841 0.588 0.11
H -3.25632 -0.37050 1.49604 -0.244 -1.347 0.184 0.11
H -3.97070 -0.95321 3.87565 0.104 -1.053 -0.731 0.09
H -4.19575 -3.44229 4.55630 0.329 -0.132 -1.357 0.09
H -3.74767 -5.38119 2.83984 0.237 1.656 -0.653 0.07
H -3.00235 -4.70089 0.32740 -0.285 0.606 0.938 0.10
H 1.09009 -0.81874 0.91215 0.488 0.151 -1.202 0.13
H 1.18236 0.54875 -0.24981 0.771 -0.925 0.030 0.11
H 3.54742 -1.40203 0.77007 -0.369 0.838 -0.394 0.13
H 1.59701 -1.04475 -3.48842 0.276 -0.351 1.324 0.13
H 2.75159 -0.24835 -2.36835 -0.688 -1.065 -0.154 0.13
H 3.56897 -2.16728 -3.93753 -0.517 -0.163 1.092 0.13
H 2.84365 -3.39076 -2.84470 0.421 1.103 0.407 0.12
C 7.26407 1.02520 -0.28858 0.081 0.210 -0.252 -0.06
N 8.59133 1.51416 -0.61405 0.228 -0.247 0.392 -0.20
C 8.75544 2.39577 -1.75362 0.280 -0.043 0.124 -0.05
C 9.68368 1.17417 0.11190 -0.141 0.077 -0.134 -0.36
O 10.81920 1.55092 -0.11090 -0.125 0.059 -0.110 0.00
H 6.87148 0.46284 -1.13720 -0.164 -0.006 0.154 0.07
H 6.61046 1.87580 -0.08272 -0.152 -0.170 0.037 0.09
H 7.29134 0.37663 0.58672 0.060 0.055 -0.055 0.09
H 9.44322 1.93726 -2.46742 -0.028 0.156 -0.059 0.09
H 9.18298 3.34293 -1.41746 0.003 0.008 -0.167 0.09
H 7.79510 2.57717 -2.23470 0.020 -0.082 0.108 0.09
H 9.45111 0.50197 0.95419 -0.096 -0.012 -0.009 0.13
C -4.04232 -10.85254 2.62900 -0.202 0.231 -0.068 -0.06
N -4.05739 -9.41221 2.78651 0.398 -0.015 0.186 -0.20
C -5.21634 -8.66614 2.33166 0.193 0.223 0.111 -0.04
C -3.02290 -8.73716 3.34560 -0.119 -0.093 -0.068 -0.34
O -2.97762 -7.53274 3.50425 -0.183 -0.079 -0.078 0.01
H -4.13540 -11.09858 1.56848 0.011 -0.179 0.065 0.09
H -4.88471 -11.28224 3.17650 0.071 -0.163 -0.066 0.09
H -3.11444 -11.27611 3.01297 -0.036 0.104 -0.006 0.08
H -4.90437 -7.94190 1.57610 -0.161 0.031 0.028 0.09
H -5.64944 -8.12453 3.17524 -0.082 0.049 -0.134 0.09
H -5.95993 -9.33998 1.90818 0.114 -0.026 0.049 0.09
H -2.19427 -9.39401 3.65666 -0.026 -0.071 -0.021 0.13
C 1.24738 5.88577 -0.16628 0.343 -0.276 -0.282 -0.06
N 1.57096 4.51158 0.17614 -0.431 -0.085 0.455 -0.19
C 2.77534 3.91529 -0.37155 -0.124 -0.220 0.162 -0.04
C 0.78818 3.76839 0.98794 0.234 0.213 -0.219 -0.35
O 1.00844 2.61264 1.31034 0.038 -0.111 -0.111 -0.01
H 1.13347 5.97131 -1.25164 0.043 0.042 0.602 0.05
H 2.06180 6.53630 0.16683 -0.092 0.115 0.014 0.09
H 0.32020 6.19856 0.31477 0.041 -0.108 0.001 0.09
H 2.50648 3.03491 -0.95886 0.183 -0.004 0.014 0.08
H 3.42641 3.60133 0.44705 0.059 -0.096 -0.144 0.09
H 3.29945 4.63125 -1.00350 -0.138 0.028 0.051 0.09
H -0.09997 4.31168 1.34979 0.011 0.066 -0.029 0.13
C 0.71311 10.11879 -4.24380 0.224 -0.174 -0.070 -0.06
N 1.03254 8.74741 -3.90048 -0.381 -0.069 0.299 -0.20
C 2.23756 8.14775 -4.44447 -0.109 -0.240 0.148 -0.04
C 0.24269 8.00601 -3.08788 0.088 0.168 -0.192 -0.32
O 0.45746 6.85201 -2.76370 -0.067 0.374 -0.626 -0.01
H 0.60244 10.20070 -5.32758 -0.034 0.174 0.045 0.09
H 1.52496 10.77015 -3.91162 -0.111 0.129 -0.075 0.09
H -0.21452 10.43349 -3.76603 0.055 -0.096 0.001 0.08
H 1.96780 7.26756 -5.03155 0.158 0.008 0.010 0.10
H 2.88536 7.83369 -3.62351 0.071 -0.044 -0.139 0.09
H 2.76563 8.86129 -5.07542 -0.109 0.015 0.070 0.09
H -0.64458 8.55256 -2.72956 0.008 0.056 -0.037 0.14
C -9.10385 1.03151 2.79492 0.255 0.112 0.167 -0.06
N -7.66555 0.86940 2.73072 -0.059 -0.293 -0.330 -0.20
C -6.83181 1.60864 3.66000 0.205 -0.161 -0.178 -0.04
C -7.07141 0.04761 1.82872 -0.064 0.090 0.082 -0.33
O -5.87359 -0.12994 1.72635 -0.287 0.337 0.078 0.01
H -9.35486 2.08102 2.62271 -0.181 -0.063 0.023 0.09
H -9.45503 0.73229 3.78553 -0.174 0.047 -0.074 0.09
H -9.59827 0.41860 2.04145 0.107 0.012 0.025 0.08
H -6.14571 2.24664 3.09884 0.043 0.014 0.158 0.09
H -6.24547 0.90534 4.25509 0.047 0.148 0.044 0.09
H -7.44676 2.22144 4.31783 -0.033 -0.079 -0.090 0.09
H -7.79156 -0.46632 1.17103 -0.079 0.026 0.032 0.13
```
Positions in Å, forces in eV/Å.

**SMILES**: N#C[C@H](CCc1ccccc1)[C@](C#N)(CC=O)CCC(F)=C(F)F.CN(C)C=O.CN(C)C=O.CN(C)C=O.CN(C)C=O.CN(C)C=O
**Gap between HOMO and LUMO**: 0.32157 Eh
**DFT total energy**: -65927.1644 eV
**Spin multiplicity**: 1

Molecular formula: C33H54As2N5SbTl
Method: DFT, ωB97M-V with the def2-TZVPD basis set

```
96
Properties=species:S:1:pos:R:3:forces:R:3:lowdin_charge:R:1
Tl -0.45342 -0.01673 0.51508 -0.504 0.319 -1.240 0.51
C -3.26773 2.64714 -0.41847 -0.367 0.412 0.596 -0.26
As -2.53405 1.02092 -1.06361 0.778 -1.228 1.263 1.11
C -2.27338 0.95928 -2.97466 0.728 1.394 0.884 -0.22
C -3.89286 -0.33906 -0.60268 1.692 -0.466 -0.515 -0.40
C -5.18079 0.06758 -0.60949 -1.802 -0.443 0.420 -0.11
C -6.20931 -0.84214 -0.32948 -0.491 0.436 -0.017 -0.03
C -5.91886 -2.17326 -0.13082 0.661 -0.449 -0.227 -0.02
C -4.57829 -2.64688 -0.10362 -0.603 1.962 -0.636 -0.04
C -3.57226 -1.70976 -0.36404 -0.962 0.848 0.224 -0.41
As -1.76629 -2.22027 -0.34927 0.786 0.106 1.343 1.05
C -1.67467 -3.74001 0.77913 -0.832 -0.704 0.614 -0.24
C -1.45137 -2.93408 -2.06971 0.101 -0.466 -0.268 -0.22
H -2.47723 3.34760 -0.15024 0.041 -0.122 -0.031 0.03
H -3.84668 2.38432 0.48765 0.220 0.283 -0.494 0.06
H -3.89332 3.12959 -1.15612 -0.324 0.050 -0.123 0.05
H -3.24079 0.74568 -3.32508 -1.228 -0.188 -0.913 0.03
H -1.61311 0.12011 -3.15382 0.386 0.314 -0.438 0.01
H -1.93648 1.98623 -3.29051 -0.005 -1.369 -0.006 0.08
H -5.50202 1.05480 -0.83915 0.123 0.844 -0.099 0.11
H -7.26477 -0.48286 -0.28597 1.021 -0.431 -0.205 0.15
H -6.76339 -2.83181 -0.11218 -0.081 -0.576 0.480 0.12
H -4.31233 -3.66793 0.04802 -0.216 -0.598 0.134 0.10
H -2.29629 -4.56378 0.40311 0.165 0.251 -0.048 0.06
H -1.98069 -3.54523 1.81017 -0.036 0.196 -0.221 0.05
H -0.66671 -4.08048 0.80503 0.906 -0.338 -0.025 0.04
H -1.55588 -2.09344 -2.74142 0.008 -0.168 -0.558 0.03
H -2.31477 -3.59973 -2.10595 0.148 -0.173 -0.715 0.06
H -0.49698 -3.47438 -2.21579 -0.727 0.308 0.129 0.07
C 3.49591 -0.21750 2.07326 -0.363 1.825 -0.034 -0.07
C 2.39855 -0.48242 3.12111 1.351 0.134 0.464 -0.68
C 2.88172 -0.14364 4.53204 0.062 -1.260 0.935 -0.10
C 2.04706 -1.93170 2.91111 -0.351 -1.280 1.950 -0.12
Sb 0.55992 0.67453 2.93089 -0.621 0.163 0.193 1.59
C -1.31431 0.10521 4.13994 0.075 0.112 -0.017 -0.57
C -1.09411 0.31746 5.66514 1.540 2.614 -1.295 -0.06
C -2.43495 0.94999 3.47244 0.722 1.116 0.137 -0.11
C -1.55925 -1.36879 3.75737 1.902 -0.215 0.319 -0.13
C 0.99984 2.79420 2.88821 -0.456 0.563 -0.344 -0.69
C 0.17974 3.60811 1.82398 1.576 0.607 0.589 -0.07
C 0.76568 3.31961 4.29301 -0.142 0.342 1.694 -0.11
C 2.47149 2.88262 2.61787 0.276 0.310 0.597 -0.12
H 4.43746 -0.70263 2.31062 -0.123 -0.543 0.278 0.11
H 3.77843 0.84294 1.97253 -0.190 -0.454 0.060 0.07
H 3.12990 -0.55903 1.11501 0.165 -0.119 -0.452 0.06
H 3.78563 -0.72917 4.75161 -0.044 0.136 -0.195 0.11
H 2.20846 -0.40460 5.36311 -0.260 -0.266 -0.469 0.09
H 3.11712 0.87432 4.74222 0.330 0.906 -0.337 0.06
H 2.83312 -2.66152 3.27744 -0.371 1.127 -0.483 0.13
H 1.96639 -2.06429 1.83437 -0.740 -0.599 0.065 0.06
H 1.18383 -2.20511 3.58191 0.356 -0.045 -1.239 0.09
H -1.16519 1.38064 6.04289 -0.454 -0.961 -0.809 0.11
H -0.06641 0.10260 5.93270 0.156 -0.638 0.087 0.06
H -1.73181 -0.27888 6.22336 -1.334 -1.211 1.027 0.07
H -2.33320 2.05456 3.66254 -0.064 -1.033 0.026 0.10
H -3.42382 0.63759 3.80277 0.000 -0.089 0.344 0.10
H -2.45456 0.83885 2.37731 0.081 -0.173 0.171 0.02
H -1.00875 -2.15651 4.34522 -0.373 1.054 -0.360 0.12
H -1.24457 -1.48227 2.71597 -0.350 -0.396 0.003 -0.02
H -2.59156 -1.58413 3.83430 -1.239 -0.239 0.107 0.08
H -0.86277 3.42337 1.93251 -0.951 -0.147 -0.207 0.05
H 0.54838 3.51880 0.78256 -0.332 -0.491 0.561 0.07
H 0.34480 4.69452 2.03464 -0.148 -0.757 0.102 0.12
H -0.25577 3.20683 4.68098 0.060 -0.023 -0.328 0.07
H 0.96345 4.40507 4.31635 -0.009 -0.302 -0.159 0.11
H 1.42754 2.90269 5.11490 -0.494 0.122 -1.182 0.12
H 2.72455 2.54690 1.63130 0.329 -0.125 -0.408 0.05
H 3.02795 2.36445 3.40236 0.144 -0.055 -0.397 0.07
H 2.74933 3.92214 2.73203 0.181 0.435 -0.219 0.12
C 2.35519 1.96769 -1.22963 -1.905 0.080 -0.251 0.03
C 2.13737 0.53108 -1.59304 -0.683 0.915 0.189 -0.35
N 1.16294 -0.23183 -1.08351 1.388 -0.034 0.474 -0.06
C 1.42511 -1.53966 -1.48955 -1.107 0.412 -0.418 -0.13
C 2.43014 -1.47069 -2.39723 -0.179 -0.674 0.725 -0.01
N 2.91727 -0.17746 -2.43527 -0.979 -1.036 0.610 0.02
C 3.66491 0.33426 -3.57244 0.244 0.916 -0.785 -0.03
N 2.74823 0.53655 -4.67664 -0.159 0.977 1.015 -0.05
N 1.55112 1.21978 -4.42020 0.877 -1.025 -0.238 0.06
N 0.72049 0.88342 -5.31605 -0.467 -0.188 -0.469 0.07
C 1.29954 -0.01756 -6.20482 1.031 0.428 0.312 -0.20
C 0.82362 -0.67040 -7.35177 -1.254 1.305 0.694 -0.01
C 1.66271 -1.46337 -8.03894 1.180 -0.772 -0.290 -0.06
C 2.97348 -1.71495 -7.57893 -0.104 0.874 0.997 -0.04
C 3.48747 -1.10919 -6.45042 -0.713 0.351 -0.264 0.00
C 2.63409 -0.19337 -5.80126 -0.592 -1.351 -0.380 -0.18
H 1.37792 2.33980 -0.77826 1.246 -0.348 -0.609 0.08
H 2.56318 2.57951 -2.12191 0.078 -0.168 0.507 0.10
H 3.11607 2.03515 -0.46635 0.420 0.194 0.013 0.08
H 0.69891 -2.31972 -1.15488 1.599 0.650 -0.652 0.05
H 2.84233 -2.26597 -2.95141 0.550 -0.536 -0.670 0.13
H 4.42013 -0.39557 -3.91019 -0.238 0.421 0.443 0.15
H 4.11745 1.30261 -3.30794 0.056 -0.562 0.063 0.15
H -0.18850 -0.46041 -7.65899 -0.117 -0.109 -0.253 0.12
H 1.39723 -1.92372 -8.96485 -0.459 -0.207 -0.348 0.12
H 3.61751 -2.36840 -8.10117 0.426 -0.656 -0.661 0.11
H 4.49361 -1.30484 -6.14032 0.379 -0.005 0.162 0.11
```
Positions in Å, forces in eV/Å.

**Gap between HOMO and LUMO**: 0.23851 Eh
**DFT total energy**: -175428.1826 eV
**Spin multiplicity**: 1
**Charge**: +3